No. 1
Density functional theory data (ωB97M-V/def2-TZVPD) for a structure of composition C39H38ClFFeN5O5.

Last column: Mulliken charge in e.
Atoms and positions in Å:
Fe1 -0.798970 -1.393740 2.596762  0.994
O1 -0.307270 0.545775 2.251457  0.027
C1 -0.047552 1.646088 2.857711  -0.060
C2 -0.055954 2.877532 2.145639  -0.179
C3 0.198595 4.073644 2.771132  -0.600
C4 0.503125 4.132615 4.136993  -0.862
C5 0.541765 2.952758 4.845833  -0.479
C6 0.262374 1.718068 4.246073  0.155
C7 0.423595 0.523498 5.042565  -0.316
N1 0.104896 -0.666378 4.708996  -0.004
C8 0.632422 -1.734968 5.534684  -0.890
C9 1.673615 -2.447557 4.672563  -0.843
N2 0.968241 -2.914723 3.501792  0.449
C10 1.075392 -4.142049 3.188321  -0.653
C11 0.217790 -4.796483 2.224200  0.667
C12 0.637848 -5.978324 1.606962  -0.638
C13 -0.171406 -6.652433 0.717708  -0.607
C14 -1.451552 -6.141842 0.468554  -0.531
C15 -1.908286 -5.006720 1.095022  -0.483
C16 -1.093568 -4.286273 2.006066  0.467
O2 -1.551616 -3.246385 2.619536  -0.897
H1 -0.306225 2.832821 1.092338  0.339
H2 0.156381 4.990188 2.192685  0.399
H3 0.703999 5.078796 4.620200  0.384
H4 0.794229 2.965642 5.901652  0.350
H5 0.931746 0.685605 6.004655  0.149
H6 -0.166345 -2.438786 5.778664  0.334
H7 1.076666 -1.358384 6.464542  0.445
H8 2.163980 -3.259813 5.225470  0.442
H9 2.431877 -1.712643 4.381987  0.285
H10 1.816840 -4.778148 3.696004  0.247
H11 1.629013 -6.358491 1.836772  0.371
H12 0.168190 -7.558987 0.234936  0.391
H13 -2.105417 -6.657251 -0.226422  0.372
H14 -2.902306 -4.618301 0.911839  0.490
C17 -1.628236 2.042739 -4.026342  -0.716
C18 -1.376596 0.547512 -4.129851  -1.138
N3 -0.896925 -0.028775 -2.875675  0.275
C19 -1.819621 -0.461060 -1.960559  -0.305
C20 -1.559604 -0.934213 -0.722591  0.012
C21 -2.784359 -1.143773 0.190486  0.170
O3 -3.851417 -1.347924 -0.389437  -0.843
O4 -2.561276 -0.974868 1.413363  -0.476
C22 -0.190660 -1.124738 -0.336491  1.140
O5 0.240848 -1.709827 0.658312  -0.736
C23 0.802994 -0.532507 -1.272253  0.534
C24 2.130411 -0.499484 -0.852911  -0.346
C25 3.081613 0.086923 -1.641657  0.067
F1 4.382069 0.085743 -1.269124  -0.362
C26 2.712620 0.660199 -2.851976  -1.065
C27 1.408346 0.621193 -3.302414  -0.667
C28 0.421200 0.017399 -2.507852  0.027
N4 3.692840 1.321332 -3.718916  0.553
C29 4.456822 0.382027 -4.605077  -0.580
C30 5.042581 1.207119 -5.771157  -0.702
N5 4.846957 2.617612 -5.461107  -0.442
C31 5.456028 2.968470 -4.186272  -0.634
C32 4.659610 2.269852 -3.061395  -0.705
H15 -1.989279 2.433268 -4.978401  0.409
H16 -0.721643 2.586357 -3.754519  0.255
H17 -2.375866 2.248935 -3.260841  0.080
H18 -0.663556 0.305913 -4.920805  0.502
H19 -2.294565 0.018785 -4.382003  0.517
H20 -2.858762 -0.403922 -2.263754  0.557
H21 2.380087 -0.942062 0.103240  0.652
H22 1.147802 1.098141 -4.238127  0.349
H23 3.772468 -0.395999 -4.931819  0.404
H24 5.223692 -0.067421 -3.976180  0.383
H25 4.514751 0.977498 -6.695577  0.412
H26 6.096025 0.935212 -5.904218  0.354
H27 3.180401 1.939226 -4.358271  0.532
H28 5.163128 3.214821 -6.211060  0.294
H29 5.408801 4.047094 -4.052484  0.363
H30 6.509683 2.669728 -4.126882  0.313
H31 4.062662 2.955094 -2.462816  0.480
H32 5.296989 1.690398 -2.405241  0.399
Cl1 -2.983897 2.364981 -0.417402  -0.183
C33 -4.540846 1.899579 0.229989  0.938
C34 -5.602292 1.824781 -0.643247  -0.556
C35 -6.855447 1.454587 -0.171699  -0.496
C36 -7.024759 1.163427 1.181027  -0.595
C37 -5.958445 1.240959 2.045219  -0.727
C38 -4.659866 1.610612 1.609221  0.970
C39 -3.587996 1.652440 2.503766  -0.988
H33 -5.446399 2.046178 -1.690175  0.364
H34 -7.689581 1.384107 -0.856732  0.363
H35 -7.996636 0.863572 1.550743  0.366
H36 -6.087048 0.996300 3.091954  0.351
H37 -3.748906 1.389062 3.538958  0.267
H38 -2.583059 1.853048 2.175144  -0.107

Force components x, y, z for each atom (eV/Å):
Fe 0.337 -0.295 0.238
O 0.129 0.098 -0.266
C -0.057 -0.095 0.086
C 0.019 -0.032 0.017
C -0.011 0.017 -0.053
C 0.001 -0.029 0.041
C 0.001 0.060 -0.031
C -0.035 -0.011 -0.009
C 0.039 0.002 0.010
N -0.256 0.185 -0.104
C -0.033 -0.051 -0.025
C 0.064 0.028 -0.012
N 0.030 0.011 0.103
C 0.023 -0.028 -0.059
C 0.012 0.013 -0.032
C -0.031 -0.023 -0.034
C 0.056 0.012 0.032
C -0.056 -0.010 -0.034
C -0.014 0.005 0.045
C 0.007 0.132 0.013
O -0.140 0.002 -0.106
H -0.002 0.011 -0.009
H 0.004 0.008 0.009
H 0.002 0.005 0.002
H -0.002 -0.005 0.009
H -0.006 -0.024 0.007
H 0.011 -0.004 -0.002
H 0.021 0.013 -0.009
H -0.021 -0.007 0.001
H 0.008 -0.004 0.014
H -0.005 0.012 0.019
H 0.010 -0.005 -0.003
H -0.003 -0.006 -0.007
H 0.005 -0.008 -0.005
H -0.011 -0.001 -0.012
C -0.016 0.053 -0.028
C 0.029 -0.075 -0.004
N 0.038 -0.012 0.036
C -0.065 -0.032 0.009
C -0.023 -0.044 0.065
C 0.164 0.062 0.012
O -0.085 0.026 -0.013
O -0.044 -0.106 0.145
C 0.241 0.033 0.045
O -0.248 0.060 -0.118
C -0.036 -0.065 0.146
C 0.001 0.040 -0.078
C -0.133 -0.155 -0.053
F 0.033 0.008 -0.015
C -0.030 0.102 -0.062
C 0.004 0.047 0.167
C 0.077 0.042 -0.009
N 0.049 0.074 -0.016
C 0.086 -0.001 0.084
C 0.016 -0.048 -0.016
N -0.019 0.027 -0.019
C 0.047 0.030 0.046
C -0.074 -0.009 0.014
H -0.001 -0.002 -0.003
H 0.013 -0.005 0.001
H -0.003 -0.011 0.005
H -0.007 0.009 0.007
H -0.016 0.037 0.010
H -0.003 0.015 -0.004
H -0.027 -0.014 0.019
H 0.043 0.015 -0.027
H -0.003 0.022 -0.027
H -0.021 -0.042 -0.031
H 0.018 -0.003 -0.003
H -0.002 0.022 0.010
H -0.069 -0.125 -0.065
H -0.014 0.002 -0.004
H 0.011 -0.008 -0.002
H -0.013 -0.011 -0.021
H 0.014 0.026 -0.030
H -0.017 0.027 0.031
Cl -0.032 0.027 0.020
C 0.071 0.016 -0.099
C -0.020 -0.013 0.056
C -0.014 -0.001 -0.029
C 0.013 0.007 0.009
C -0.019 -0.016 -0.022
C -0.002 -0.017 0.045
C -0.039 -0.003 -0.024
H -0.009 0.003 -0.011
H 0.003 0.001 -0.007
H -0.003 -0.001 0.004
H 0.006 0.001 0.007
H 0.008 -0.007 0.010
H 0.028 0.012 0.009

Properties
- maximum force (eV/Å) = 0.507
- 2S+1 = 6
- HOMO-LUMO gap (spin up / spin down) (eV) = 5.2 / 5.5
- energy above the lowest of the compared OMol25 structures with the same formula, charge and spin (kcal/mol) = 0.0



No. 2
Density functional theory data (ωB97M-V/def2-TZVPD) for a structure of composition C39H38ClFFeN5O5 in a non-equilibrium geometry.

Last column: Mulliken charge in e.
Atoms and positions in Å:
Fe1 -0.259501 -0.330100 0.097672  1.815
O1 1.111846 -0.632864 1.690726  0.318
C1 0.547471 -0.820289 2.911531  0.812
C2 0.765408 -1.931515 3.711088  -0.794
C3 0.214240 -1.990685 4.983281  -0.756
C4 -0.557509 -0.945305 5.469449  -0.848
C5 -0.793136 0.144596 4.649823  -0.857
C6 -0.259688 0.224655 3.368067  0.693
C7 -0.598339 1.394344 2.554667  -0.205
N1 -0.155349 1.618092 1.397872  0.122
C8 -0.585616 2.844961 0.727140  -1.452
C9 -1.238230 2.504061 -0.607344  0.026
N2 -1.850302 1.195774 -0.494586  -0.044
C10 -2.775095 0.838982 -1.297020  -0.276
C11 -3.318060 -0.491194 -1.354499  0.708
C12 -4.261773 -0.784154 -2.359134  -0.656
C13 -4.760152 -2.049132 -2.536808  -0.787
C14 -4.309930 -3.071887 -1.678452  -0.426
C15 -3.407474 -2.816029 -0.675697  -0.436
C16 -2.864265 -1.519282 -0.466723  0.234
O2 -2.015050 -1.315069 0.487034  -1.022
H1 1.355222 -2.765243 3.360886  0.454
H2 0.390086 -2.870690 5.590085  0.425
H3 -0.976530 -0.984416 6.466775  0.403
H4 -1.400471 0.971143 5.003479  0.399
H5 -1.311022 2.084621 3.011576  0.191
H6 0.290483 3.466050 0.545549  0.371
H7 -1.271721 3.413902 1.357210  0.437
H8 -0.453046 2.444301 -1.357562  -0.149
H9 -1.939711 3.291220 -0.897564  0.581
H10 -3.181613 1.554747 -2.024975  0.342
H11 -4.590845 0.023553 -3.010423  0.350
H12 -5.477881 -2.259529 -3.318749  0.422
H13 -4.674978 -4.082770 -1.820600  0.395
H14 -3.052239 -3.604685 -0.021972  0.409
C17 -1.477155 -3.055537 -6.999549  -0.991
C18 -0.103322 -2.460881 -6.711622  -1.075
N3 -0.083084 -1.665188 -5.475564  0.184
C19 0.244513 -2.282274 -4.322052  -0.023
C20 0.319344 -1.676991 -3.110819  0.035
C21 0.679056 -2.544245 -1.931618  0.023
O3 1.182468 -3.638869 -2.175562  -0.820
O4 0.368312 -2.083152 -0.785821  -0.663
C22 0.069848 -0.280529 -3.009348  0.506
O5 0.260222 0.384015 -1.986485  -0.697
C23 -0.425665 0.353388 -4.227165  0.601
C24 -0.864159 1.668877 -4.201018  -0.560
C25 -1.355399 2.261998 -5.318234  0.042
F1 -1.831896 3.506113 -5.209297  -0.389
C26 -1.388227 1.612286 -6.565863  -1.102
C27 -0.951846 0.304196 -6.594982  -0.526
C28 -0.495481 -0.345223 -5.443952  0.349
N4 -1.802005 2.214497 -7.734781  0.507
C29 -2.723271 1.546928 -8.644181  -0.735
C30 -2.217406 1.728823 -10.066205  -1.665
N5 -2.145070 3.189697 -10.355535  -0.973
C31 -1.266667 3.907642 -9.384396  -1.773
C32 -1.745300 3.657633 -7.958603  -0.560
H15 -1.452664 -3.636215 -7.923567  0.400
H16 -2.232406 -2.272363 -7.099971  0.273
H17 -1.781001 -3.713440 -6.182559  0.329
H18 0.233206 -1.842394 -7.539372  0.476
H19 0.627260 -3.255488 -6.593376  0.490
H20 0.482788 -3.338246 -4.388794  0.587
H21 -0.839018 2.217255 -3.266951  0.533
H22 -0.964327 -0.206132 -7.546899  0.606
H23 -3.724532 1.974077 -8.571107  0.389
H24 -2.796630 0.487234 -8.406962  0.395
H25 -2.865988 1.272914 -10.815320  0.646
H26 -1.214392 1.323704 -10.150460  0.431
H27 -3.133533 3.593138 -10.276110  0.596
H28 -1.813343 3.366395 -11.382873  1.109
H29 -1.293990 4.966497 -9.644615  0.734
H30 -0.257760 3.527688 -9.507052  0.282
H31 -2.715680 4.137495 -7.816491  0.424
H32 -1.042998 4.118009 -7.271015  0.389
Cl1 3.723517 -3.315959 -0.647844  -0.166
C33 3.643068 -1.581124 -0.759079  0.547
C34 4.364333 -0.943256 -1.752160  -0.522
C35 4.316775 0.440935 -1.851875  -0.595
C36 3.559319 1.174853 -0.954043  -0.851
C37 2.845305 0.522822 0.040050  -0.305
C38 2.865033 -0.862798 0.140591  0.432
C39 2.082114 -1.566081 1.205397  -1.678
H33 4.932793 -1.533497 -2.458859  0.431
H34 4.864404 0.937533 -2.643306  0.402
H35 3.514626 2.253733 -1.030443  0.378
H36 2.254864 1.095242 0.749896  0.445
H37 2.769752 -1.844593 2.000208  0.821
H38 1.597368 -2.464702 0.828712  0.679

Force components x, y, z for each atom (eV/Å):
Fe -1.309 0.344 -1.266
O 0.254 -0.746 -0.021
C -0.007 0.004 0.567
C 0.128 -0.159 -0.091
C -0.111 0.097 0.007
C 0.036 -0.044 -0.010
C -0.096 0.042 0.096
C -0.235 0.063 0.070
C -0.086 -0.120 0.583
N 0.135 0.435 -0.964
C -0.076 -0.062 0.277
C -0.125 -0.172 0.026
N 0.412 0.057 -0.161
C -0.206 0.056 0.016
C 0.060 -0.211 -0.102
C 0.086 0.120 0.041
C 0.030 -0.163 0.079
C 0.016 0.171 -0.053
C 0.020 -0.072 0.015
C -0.050 0.137 0.089
O 0.166 0.063 -0.037
H 0.014 0.026 -0.098
H 0.005 0.056 -0.018
H 0.011 -0.001 -0.059
H -0.017 -0.064 -0.013
H 0.034 0.139 0.170
H 0.102 0.040 0.072
H -0.102 0.016 0.172
H 0.070 -0.040 -0.070
H -0.079 0.015 -0.034
H -0.066 0.058 0.058
H 0.052 -0.038 0.051
H 0.007 -0.002 0.020
H -0.014 0.011 0.038
H -0.028 0.038 -0.042
C -0.009 0.072 0.076
C -0.299 0.022 0.103
N -0.082 -0.160 -0.288
C 0.134 -0.080 -0.030
C -0.019 -0.202 -0.060
C -0.168 -0.230 -0.257
O -0.212 0.109 0.146
O 0.100 -0.100 0.210
C -0.001 -0.402 -0.483
O 0.062 0.690 0.843
C 0.116 -0.417 -0.280
C 0.000 0.260 0.292
C 0.202 -0.313 -0.123
F -0.339 0.732 -0.060
C 0.074 0.012 0.279
C 0.072 -0.351 0.033
C 0.046 -0.044 0.081
N -0.522 0.581 -0.296
C 0.423 -0.034 -0.190
C -0.114 0.106 0.158
N -0.179 0.068 0.120
C -0.190 -0.113 0.133
C 0.174 -0.252 -0.223
H 0.002 0.025 0.046
H 0.032 -0.061 0.003
H -0.004 0.033 -0.064
H 0.102 0.069 -0.005
H 0.095 -0.022 0.056
H 0.048 0.066 0.035
H -0.014 -0.040 -0.121
H 0.052 -0.024 0.044
H -0.183 0.066 0.150
H 0.037 -0.003 0.026
H -0.071 0.067 -0.015
H 0.093 -0.033 -0.139
H 0.457 -0.091 -0.339
H -0.133 -0.002 0.202
H -0.048 0.024 -0.035
H 0.093 0.000 -0.107
H -0.147 -0.017 0.118
H 0.083 -0.019 0.024
Cl 0.211 0.237 0.196
C 0.064 -0.264 -0.077
C -0.068 0.064 -0.108
C -0.033 -0.007 -0.076
C 0.046 -0.027 -0.036
C 0.008 0.166 0.054
C -0.038 0.073 -0.066
C 0.864 -0.426 0.332
H 0.026 0.005 0.067
H 0.006 -0.005 0.035
H 0.017 -0.012 0.012
H 0.091 -0.072 -0.156
H 0.029 0.078 0.359
H -0.022 0.108 -0.013

Properties
- maximum force (eV/Å) = 1.853
- 2S+1 = 6
- HOMO-LUMO gap (spin up / spin down) (eV) = 3.7 / 7.1
- energy above the lowest of the compared OMol25 structures with the same formula, charge and spin (kcal/mol) = 3.8



Which E belongs to each record? In order, -3982.6517, -3982.6456 Ha.